Record 1
DFT (ωB97M-V with the def2-TZVPD basis set) results for the ion C3H3BrN5O with charge +1 in a non-equilibrium geometry.

XYZ file:
```
13
Properties=species:S:1:pos:R:3:nbo_charge:R:1
O -1.550 2.600 -1.233 -0.374
C -1.136 1.702 -1.844 0.891
N -0.670 0.588 -2.311 -0.449
N -0.957 -0.410 -1.337 -0.396
C -0.187 -0.465 -0.251 0.557
N -0.491 -1.447 0.758 -0.436
C 0.510 -1.125 1.705 0.324
Br 0.582 -2.111 3.372 0.242
N 1.350 -0.085 1.303 -0.377
N 0.913 0.327 0.083 -0.385
H -1.773 -0.996 -1.527 0.460
H 2.133 0.349 1.803 0.472
H 1.276 1.073 -0.522 0.470
```

Computed properties:
- 2S+1: 1
- Total charge: +1
- LUMO: -0.1448 Ha
- Gap between HOMO and LUMO: 10.248 eV



Record 2
DFT (ωB97M-V with the def2-TZVPD basis set) results for a cluster of 2 separate species, C3H3BrO2 in total in a non-equilibrium geometry.

XYZ file:
```
9
Properties=species:S:1:pos:R:3:nbo_charge:R:1
C 0.250 0.319 0.144 -0.558
C -0.811 -0.173 -0.534 0.166
C -2.175 -1.695 1.653 0.617
O -1.186 -2.116 2.114 -0.417
O -1.965 -0.676 -0.142 -0.619
Br -3.942 -1.820 2.014 0.243
H 1.102 0.669 -0.362 0.212
H 0.164 0.314 1.324 0.191
H -0.768 -0.147 -1.737 0.165
```

Computed properties:
- 2S+1: 1
- Total charge: 0
- LUMO (spin up / spin down): -0.0483 / -0.0483 Ha
- Relative energy (zero: lowest compared OMol25 entry of this formula, charge and spin): 296.4 kJ/mol
- Gap between HOMO and LUMO (spin up / spin down): 6.988 / 6.992 eV



Record 3
DFT (ωB97M-V with the def2-TZVPD basis set) results for a cluster of 2 separate species, C3H3BrO2 in total in a non-equilibrium geometry.

XYZ file:
```
9
Properties=species:S:1:pos:R:3:nbo_charge:R:1
C 0.548 0.250 0.650 0.697
C -1.631 -0.412 0.602 0.328
C 0.997 0.459 -0.720 -0.765
O 0.992 0.287 1.730 -0.440
O -2.574 0.260 0.780 -0.525
Br -1.710 -2.305 0.147 -0.093
H 0.189 0.764 -1.379 0.266
H 1.385 -0.497 -1.073 0.278
H 1.804 1.193 -0.737 0.254
```

Computed properties:
- 2S+1: 1
- Total charge: 0
- LUMO (spin up / spin down): -0.0017 / -0.0017 Ha
- Relative energy (zero: lowest compared OMol25 entry of this formula, charge and spin): 134.3 kJ/mol
- Gap between HOMO and LUMO (spin up / spin down): 8.354 / 8.352 eV



Record 4
DFT (ωB97M-V with the def2-TZVPD basis set) results for the molecule C3H3BrO2S in a non-equilibrium geometry.

XYZ file:
```
10
Properties=species:S:1:pos:R:3:nbo_charge:R:1
C -0.586 0.976 0.284 -0.037
C -0.871 -0.218 0.342 -0.419
S -1.478 -1.780 0.289 2.100
O -2.166 -1.987 -0.956 -0.890
O -2.244 -2.062 1.516 -0.894
C 0.027 -3.021 0.357 -0.639
Br 1.436 -2.451 1.622 0.034
H -0.417 1.942 -0.106 0.246
H 0.417 -3.418 -0.551 0.245
H -0.530 -3.718 1.001 0.255
```

Computed properties:
- 2S+1: 1
- Total charge: 0
- LUMO: 0.0075 Ha
- Relative energy (zero: lowest compared OMol25 entry of this formula, charge and spin): 131.3 kJ/mol
- Gap between HOMO and LUMO: 10.914 eV



no.,E (eV)
1,-82690.2028
2,-77293.1921
3,-77294.8721
4,-88128.2713